<w>
The following is a DFT calculation (ωB97M-V/def2-TZVPD) of a cluster of 2 separate species, C9H14 in total.

The SMILES is Cc1ccccc1.CC. The value obtained for the HOMO energy is -8.97 eV. Its net charge is 0. For the molecular weight, the calculation gives 122.211 g mol⁻¹. For the lowest unoccupied orbital energy, the calculation gives 1.0 eV.

Each line ends with the Mulliken charge.
Cartesian coordinates (Å):
C1 0.63241 -0.42855 -2.23922  -1.5697
C2 -0.37764 0.00272 -1.20408  0.7520
C3 -1.15626 -0.92186 -0.47187  -0.4103
C4 -1.82801 -0.49970 0.65095  -0.3372
C5 -1.89504 0.86132 0.98993  -0.4619
C6 -1.36744 1.79068 0.11981  -0.5035
C7 -0.54491 1.34976 -0.91696  -0.3879
H1 0.14957 -0.45335 -3.22168  0.3887
H2 1.00848 -1.42390 -2.00894  0.3523
H3 1.49887 0.21863 -2.34263  0.3448
H4 -1.10368 -1.95717 -0.78498  0.3712
H5 -2.28450 -1.19302 1.34291  0.3693
H6 -2.42629 1.14118 1.88562  0.4052
H7 -1.45710 2.85094 0.31657  0.3459
H8 -0.02238 2.10397 -1.49284  0.3286
C8 2.70601 -0.10954 1.61975  -0.8452
C9 2.21625 -1.44933 1.13772  -0.4898
H9 3.79610 -0.02103 1.51920  0.3041
H10 2.36569 0.71163 1.00293  0.2534
H11 2.50678 0.01191 2.67850  0.2704
H12 1.86363 -1.47873 0.10415  -0.0851
H13 1.30971 -1.79333 1.64741  0.2265
H14 2.88253 -2.31166 1.19739  0.3782



<x>
The following is a DFT calculation (ωB97M-V/def2-TZVPD) of a cluster of 2 separate species, C9H14 in total.

The SMILES is Cc1ccccc1.CC. The value obtained for the HOMO energy is -8.98 eV. Its net charge is 0. For the molecular weight, the calculation gives 122.211 g mol⁻¹. For the lowest unoccupied orbital energy, the calculation gives 1.0 eV.

Each line ends with the Mulliken charge.
Cartesian coordinates (Å):
C1 -1.42532 -1.56254 -1.33968  -1.4362
C2 -0.10903 -0.88010 -1.25196  1.0377
C3 0.27758 0.04708 -2.23635  -0.6402
C4 1.54509 0.62681 -2.16474  -0.3383
C5 2.40734 0.35291 -1.11822  -0.5865
C6 2.00541 -0.48817 -0.10496  -0.2794
C7 0.82262 -1.19187 -0.23553  -0.6172
H1 -2.19346 -0.94117 -0.86537  0.2434
H2 -1.63303 -2.58357 -1.01433  0.3719
H3 -1.68404 -1.58194 -2.41028  0.3980
H4 -0.42021 0.32821 -3.00831  0.3825
H5 1.79024 1.32334 -2.96171  0.3461
H6 3.40220 0.77789 -1.16591  0.3721
H7 2.63851 -0.62237 0.76601  0.3974
H8 0.43965 -1.90152 0.48739  0.3534
C8 -0.94128 0.51734 1.82147  -0.4591
C9 -1.07933 1.58594 2.91372  -0.9785
H9 0.05260 0.52265 1.38128  0.0739
H10 -1.08865 -0.54975 2.00917  0.3304
H11 -1.59097 0.77001 0.97096  0.1817
H12 -0.81292 1.06587 3.84729  0.2676
H13 -2.06462 2.02096 2.96448  0.2991
H14 -0.33838 2.36402 2.71560  0.2801



<y>
The following is a DFT calculation (ωB97M-V/def2-TZVPD) of a cluster of 2 separate species, C9H14 in total.

The SMILES is Cc1ccccc1.CC. The value obtained for the HOMO energy is -8.97 eV. Its net charge is 0. For the molecular weight, the calculation gives 122.211 g mol⁻¹. For the lowest unoccupied orbital energy, the calculation gives 1.0 eV.

Each line ends with the Mulliken charge.
Cartesian coordinates (Å):
C1 0.79591 -2.06449 -0.67380  -1.1109
C2 -0.38036 -1.05807 -0.64495  0.3450
C3 -0.15459 0.18419 0.06624  0.1570
C4 -1.14581 1.08309 0.11373  -0.3339
C5 -2.48452 0.82979 -0.25922  -0.3100
C6 -2.71718 -0.41905 -0.78318  -0.4238
C7 -1.69946 -1.36345 -0.85129  -0.5878
H1 1.57940 -1.90406 0.02362  0.3090
H2 1.05079 -2.08998 -1.83087  0.2394
H3 0.51442 -3.08987 -0.40292  0.3508
H4 0.72115 0.22070 0.70018  0.0389
H5 -1.12683 1.86322 0.94939  0.2018
H6 -3.34766 1.54786 -0.09087  0.3068
H7 -3.78600 -0.71410 -0.90247  0.2830
H8 -1.90581 -2.32988 -1.11901  0.4489
C8 2.69604 1.82190 1.59292  -0.5811
C9 3.20826 0.77485 0.72055  -0.5829
H9 3.08474 2.88242 1.32142  0.2532
H10 1.53699 1.98609 1.56404  0.1061
H11 2.95490 1.66538 2.66299  0.2471
H12 2.64055 -0.16629 0.82567  0.0207
H13 4.22071 0.33469 0.92233  0.3484
H14 3.15282 1.06127 -0.30946  0.2745



Order of stability, best first: <w>, <x>, <y>



<w>
The following is a DFT calculation (ωB97M-V/def2-TZVPD) of a cluster of 2 separate species, C9H14 in total.

The SMILES is Cc1ccccc1.CC. The value obtained for the HOMO energy is -9.07 eV. Its net charge is 0. For the molecular weight, the calculation gives 122.211 g mol⁻¹. For the lowest unoccupied orbital energy, the calculation gives 1.0 eV.

Each line ends with the Mulliken charge.
Cartesian coordinates (Å):
C1 -2.89151 -0.04469 1.93502  -1.3320
C2 -1.98442 -0.28804 0.75839  0.7774
C3 -2.27673 0.30395 -0.47143  -0.4401
C4 -1.50683 0.05937 -1.59674  -0.3778
C5 -0.35104 -0.71573 -1.51556  -0.7917
C6 -0.06801 -1.29521 -0.29794  -0.2544
C7 -0.86250 -1.09307 0.82513  -0.3661
H1 -3.35312 -0.97487 2.24360  0.3047
H2 -3.67966 0.67450 1.69116  0.3420
H3 -2.38941 0.46969 2.75910  0.3093
H4 -3.06718 1.02805 -0.56773  0.2927
H5 -1.79906 0.52515 -2.52392  0.3612
H6 0.27788 -0.84341 -2.38213  0.4297
H7 0.82532 -1.88121 -0.08955  0.3813
H8 -0.57691 -1.62786 1.72342  0.3476
C8 2.56483 0.74347 -0.93630  -0.6221
C9 3.39402 0.67468 0.32658  -0.9475
H9 2.73778 -0.14661 -1.55301  0.2359
H10 1.49713 0.78562 -0.75699  0.1180
H11 2.77136 1.56420 -1.62377  0.3887
H12 3.15621 -0.21914 0.89187  0.2518
H13 4.45822 0.80711 0.15966  0.3196
H14 3.12364 1.49405 1.00115  0.2715



<x>
The following is a DFT calculation (ωB97M-V/def2-TZVPD) of a cluster of 2 separate species, C9H14 in total.

The SMILES is Cc1ccccc1.CC. The value obtained for the HOMO energy is -9.08 eV. Its net charge is 0. For the molecular weight, the calculation gives 122.211 g mol⁻¹. For the lowest unoccupied orbital energy, the calculation gives 1.0 eV.

Each line ends with the Mulliken charge.
Cartesian coordinates (Å):
C1 -1.52926 -3.16343 -0.72898  -1.3662
C2 -0.98170 -2.15120 0.22514  0.5649
C3 0.30152 -1.57588 0.02011  -0.2963
C4 0.96646 -0.83229 0.96228  -0.5591
C5 0.32853 -0.44019 2.17218  -0.4128
C6 -0.97501 -0.83186 2.30095  -0.3967
C7 -1.61193 -1.62946 1.33399  -0.3184
H1 -1.86073 -2.80986 -1.69419  0.3045
H2 -2.34791 -3.75440 -0.31850  0.3780
H3 -0.75922 -3.91677 -0.92172  0.3369
H4 0.71115 -1.72427 -0.97915  0.3305
H5 1.85291 -0.28812 0.66076  0.3984
H6 0.90135 0.20718 2.81529  0.3846
H7 -1.55634 -0.53963 3.16879  0.3430
H8 -2.62577 -1.98809 1.51355  0.3035
C8 1.66944 3.05931 -1.82274  -0.8870
C9 0.62459 3.32996 -0.76396  -0.6207
H9 1.35103 2.37501 -2.60907  0.2776
H10 1.99288 3.99023 -2.30952  0.3085
H11 2.65215 2.74407 -1.46799  0.2773
H12 -0.40675 3.25608 -1.12895  0.2611
H13 0.54208 2.40686 -0.16675  0.0904
H14 0.76053 4.27673 -0.26152  0.2978



<y>
The following is a DFT calculation (ωB97M-V/def2-TZVPD) of a cluster of 2 separate species, C9H14 in total.

The SMILES is Cc1ccccc1.CC. The value obtained for the HOMO energy is -8.86 eV. Its net charge is 0. For the molecular weight, the calculation gives 122.211 g mol⁻¹. For the lowest unoccupied orbital energy, the calculation gives 1.1 eV.

Each line ends with the Mulliken charge.
Cartesian coordinates (Å):
C1 -0.31346 -2.06100 -0.68859  -1.5117
C2 -0.08634 -0.71395 -1.29428  0.9143
C3 1.20353 -0.45933 -1.68430  -0.7262
C4 1.55461 0.90728 -1.76700  -0.3921
C5 0.60091 1.87263 -1.58858  -0.3132
C6 -0.70758 1.61761 -1.21584  -0.2309
C7 -1.13596 0.26941 -1.28221  -0.8230
H1 -0.86817 -2.63415 -1.29175  0.4827
H2 -0.87856 -2.02871 0.24223  0.2661
H3 0.56434 -2.61454 -0.31675  0.3538
H4 1.99269 -1.11683 -1.77453  0.5098
H5 2.53604 1.17580 -1.97936  0.4520
H6 0.96654 2.96047 -1.36538  0.2182
H7 -1.36885 2.47434 -1.08051  0.3417
H8 -2.04526 -0.06490 -0.97791  0.4570
C8 0.09767 0.51288 1.83614  -0.4373
C9 -0.58708 -0.52647 2.71523  -1.0952
H9 -0.45413 0.64765 0.84714  -0.1478
H10 0.02286 1.57695 2.16785  0.3841
H11 1.16027 0.45424 1.65652  0.3631
H12 0.00618 -1.43522 2.69361  0.2553
H13 -0.64371 -0.05020 3.67710  0.3595
H14 -1.61654 -0.76397 2.47116  0.3199



<z>
The following is a DFT calculation (ωB97M-V/def2-TZVPD) of a cluster of 2 separate species, C9H14 in total.

The SMILES is Cc1ccccc1.CC. The value obtained for the HOMO energy is -8.66 eV. Its net charge is 0. For the molecular weight, the calculation gives 122.211 g mol⁻¹. For the lowest unoccupied orbital energy, the calculation gives 1.0 eV.

Each line ends with the Mulliken charge.
Cartesian coordinates (Å):
C1 -1.02310 2.23982 1.08067  -1.5491
C2 0.11519 1.36054 0.46765  0.5326
C3 0.57916 0.12879 0.97605  -0.8631
C4 1.92997 -0.48973 0.56185  -0.6761
C5 2.42876 -0.05169 -0.64347  -0.2371
C6 1.72009 0.98928 -1.33007  -0.5277
C7 0.56452 1.66168 -0.83202  -0.3324
H1 -1.45084 1.87757 1.98032  0.3998
H2 -1.76215 2.57260 0.49289  0.4297
H3 -0.26637 2.94102 1.48648  0.3771
H4 0.12130 -0.46909 1.70805  0.8630
H5 2.20946 -1.34387 1.09341  0.4795
H6 3.51957 -0.38238 -0.84473  0.2714
H7 2.02713 1.26371 -2.29610  0.3994
H8 0.05451 2.38091 -1.45077  0.3874
C8 -1.08953 -2.21037 0.31575  -0.5606
C9 -1.53855 -1.43365 -0.97703  -0.6719
H9 -1.51741 -1.84832 1.23712  0.2353
H10 -1.53155 -3.20609 0.24846  0.3520
H11 -0.04173 -2.06484 0.46382  0.0183
H12 -0.66768 -1.11391 -1.47823  0.1825
H13 -2.13224 -2.18655 -1.61530  0.3611
H14 -2.24853 -0.61544 -0.64480  0.1287



Order of stability, best first: <w>, <x>, <y>, <z>



<w>
The following is a DFT calculation (ωB97M-V/def2-TZVPD) of a cluster of 2 separate species, C9H14 in total.

The SMILES is Cc1ccccc1.CC. The value obtained for the HOMO energy is -9.17 eV. Its net charge is 0. For the molecular weight, the calculation gives 122.211 g mol⁻¹. For the lowest unoccupied orbital energy, the calculation gives 1.0 eV.

Each line ends with the Mulliken charge.
Cartesian coordinates (Å):
C1 -0.60584 -0.96403 2.70425  -1.4632
C2 -0.18978 -0.85620 1.18342  1.1085
C3 -1.16103 -0.89865 0.25138  -0.2953
C4 -0.83887 -0.90680 -1.07887  -0.4666
C5 0.51229 -0.99986 -1.48254  -0.5520
C6 1.48687 -1.02316 -0.51265  -0.1921
C7 1.16547 -1.01527 0.83826  -0.5110
H1 -1.67800 -0.77065 2.98688  0.3423
H2 0.00423 -0.28969 3.37154  0.3244
H3 -0.54989 -2.01956 3.09527  0.2988
H4 -2.21363 -0.77640 0.62570  0.1998
H5 -1.60772 -0.85659 -1.87850  0.2725
H6 0.82492 -0.92665 -2.56101  0.3740
H7 2.61384 -1.05562 -0.74501  0.2387
H8 1.88222 -1.07807 1.67584  0.3356
C8 -0.81885 2.62765 -0.76598  -0.5722
C9 0.65504 2.69226 -1.20279  -0.6478
H9 -1.44249 3.33279 -1.43788  0.2847
H10 -1.13067 1.49278 -0.76570  -0.0100
H11 -1.01451 2.98352 0.19276  0.2924
H12 0.93393 3.63070 -1.85918  0.2911
H13 0.79720 1.80134 -1.92302  0.1078
H14 1.34875 2.59651 -0.38460  0.2394



<x>
The following is a DFT calculation (ωB97M-V/def2-TZVPD) of a cluster of 2 separate species, C9H14 in total.

The SMILES is Cc1ccccc1.CC. The value obtained for the HOMO energy is -9.01 eV. Its net charge is 0. For the molecular weight, the calculation gives 122.211 g mol⁻¹. For the lowest unoccupied orbital energy, the calculation gives 1.0 eV.

Each line ends with the Mulliken charge.
Cartesian coordinates (Å):
C1 -0.46441 -2.41327 -0.07574  -1.3928
C2 -0.00134 -1.26438 -0.89688  1.0671
C3 1.35009 -1.01184 -0.94264  -0.3535
C4 1.88701 0.08254 -1.63853  -0.6537
C5 0.92403 0.84510 -2.29398  -0.2720
C6 -0.43748 0.60149 -2.24363  -0.4549
C7 -0.97142 -0.43706 -1.48727  -0.6037
H1 -1.06427 -2.15390 0.80404  0.2745
H2 0.39863 -2.94850 0.32029  0.3579
H3 -1.08092 -3.11691 -0.65085  0.3517
H4 2.00885 -1.56101 -0.26878  0.2502
H5 2.87671 0.49846 -1.51106  0.3630
H6 1.21089 1.81536 -2.70962  0.2991
H7 -1.05326 1.39349 -2.66432  0.3357
H8 -2.03272 -0.45180 -1.36415  0.4202
C8 -0.99855 1.71285 1.96153  -0.7394
C9 0.12702 0.86761 2.46768  -0.7333
H9 -0.73620 2.76875 1.95061  0.3061
H10 -1.33762 1.57130 0.93307  0.1811
H11 -1.94256 1.46186 2.47813  0.2644
H12 0.54460 1.23623 3.39998  0.3266
H13 -0.11612 -0.16576 2.72148  0.2486
H14 0.90905 0.66941 1.71064  0.1571



Order of stability, best first: <x>, <w>